(1)
Molecular formula: C18H26BF6GaNO7
Method: DFT, the ωB97M-V functional and the def2-TZVPD basis

Structure (ORCA input):
```
! RIJCOSX wB97M-V def2-TZVPD def2/J DEFGRID3
* xyz -1 1
C 0.12 1.39 -1.05
B 1.42 2.29 -1.53
O 1.57 2.67 -2.94
Ga 2.85 2.80 -0.05
C 2.56 4.70 0.70
O 2.18 4.77 2.12
N 3.26 4.59 2.93
O 3.80 5.62 3.19
C 2.70 1.29 1.38
C 3.58 -0.02 1.02
C 4.46 -0.15 -0.26
C 5.34 -1.41 -0.57
C 5.35 -2.63 0.38
C 4.46 -2.55 1.65
C 3.59 -1.28 1.97
C 2.75 -1.34 3.33
H -0.55 1.27 -2.00
H -0.43 1.85 -0.17
H 0.42 0.33 -0.75
H 2.05 1.90 -3.33
H 4.34 2.80 -0.71
H 3.53 5.32 0.59
H 1.78 5.24 0.04
H 2.98 1.64 2.44
H 1.59 0.99 1.41
H 4.52 0.69 -1.04
H 5.98 -1.41 -1.53
H 6.02 -3.51 0.11
H 4.47 -3.45 2.35
H 1.62 -1.20 3.13
H 2.85 -2.37 3.83
H 3.09 -0.55 4.08
C -3.86 -2.88 1.47
C -2.54 -3.38 2.03
O -1.58 -3.56 0.98
C -0.92 -2.45 0.59
O -1.09 -1.35 1.06
C 0.11 -2.79 -0.49
F -0.39 -3.63 -1.43
F 1.19 -3.41 0.02
F 0.56 -1.71 -1.15
H -4.22 -3.55 0.68
H -4.62 -2.82 2.25
H -3.75 -1.89 1.02
H -2.69 -4.36 2.49
H -2.16 -2.71 2.80
C -3.16 1.30 -3.40
C -4.62 1.71 -3.36
O -5.43 0.64 -2.83
C -5.49 0.56 -1.49
O -4.91 1.31 -0.74
C -6.41 -0.57 -1.06
F -6.21 -1.70 -1.78
F -7.71 -0.25 -1.22
F -6.26 -0.91 0.23
H -3.03 0.37 -3.95
H -2.56 2.08 -3.87
H -2.77 1.14 -2.39
H -4.97 1.89 -4.38
H -4.77 2.63 -2.80
*
```

HOMO level, eV: -4.027
Kohn-Sham gap, eV: 6.285


(2)
Molecular formula: C18H26BN10ORe
Method: DFT, the ωB97M-V functional and the def2-TZVPD basis

Structure (ORCA input):
```
! RIJCOSX wB97M-V def2-TZVPD def2/J DEFGRID3
* xyz 2 3
Re 11.39 6.74 7.01
C 15.29 5.76 5.65
C 13.97 5.46 5.83
N 13.37 6.50 6.47
N 14.30 7.45 6.74
C 15.48 7.03 6.26
B 13.94 8.64 7.70
N 12.85 9.48 7.00
C 12.68 10.82 6.94
C 11.56 11.10 6.26
C 11.00 9.89 5.93
N 11.76 8.85 6.34
N 13.25 7.94 8.90
C 13.61 7.98 10.20
C 12.68 7.26 10.94
C 11.75 6.81 10.00
N 12.10 7.29 8.77
N 15.07 9.50 8.00
C 15.69 10.22 7.01
C 16.88 10.63 7.49
C 16.94 10.16 8.83
N 15.85 9.41 9.09
H 16.00 5.11 5.14
H 13.35 4.64 5.46
H 16.37 7.68 6.39
H 13.40 11.42 7.45
H 11.16 12.10 5.95
H 10.08 9.72 5.42
H 14.51 8.46 10.56
H 12.71 7.13 11.97
H 10.80 6.28 10.13
H 15.25 10.28 5.98
H 17.59 11.17 6.87
H 17.71 10.28 9.59
C 5.96 7.16 7.08
N 7.34 7.04 7.62
C 7.56 7.35 9.01
C 8.38 7.02 6.83
O 9.49 7.50 7.24
N 8.28 6.61 5.51
C 9.34 6.96 4.58
C 7.49 5.45 5.18
H 5.36 7.67 7.85
H 5.58 6.18 6.81
H 5.97 7.83 6.27
H 6.85 6.79 9.59
H 7.57 8.41 9.20
H 8.53 7.08 9.40
H 9.73 7.94 4.80
H 9.03 6.88 3.55
H 10.14 6.19 4.61
H 7.15 4.89 6.07
H 8.06 4.79 4.52
H 6.51 5.68 4.76
C 10.96 4.94 7.04
H 11.30 4.18 7.75
H 10.45 4.49 6.19
*
```

HOMO level (alpha / beta), eV: -14.482 / -14.489
Kohn-Sham gap (alpha / beta), eV: 7.403 / 6.682